Version w
33
Properties=species:S:1:pos:R:3:mulliken_charge:R:1 method="wB97M-V/def2-TZVPD" multiplicity=1 homo_lumo_gap_ev=9.951 total_charge=0 smiles=CO.CO.CO.O.O.O.O.O
O 13.404 7.847 6.598 -0.606
O 8.160 7.383 8.094 -0.492
O 10.935 14.217 7.463 -0.566
O 9.708 9.700 7.492 -0.641
O 14.118 10.238 8.589 -0.505
O 8.810 11.159 10.336 -0.616
O 11.578 9.384 9.403 -0.706
O 11.428 7.810 11.505 -0.648
C 14.521 11.583 8.419 -0.401
C 10.823 13.034 8.216 -0.451
C 8.407 6.428 7.104 -0.570
H 8.822 8.063 7.955 0.395
H 15.248 11.737 7.621 0.278
H 9.603 10.722 10.027 0.332
H 9.775 12.738 8.266 0.295
H 7.739 6.509 6.246 0.237
H 11.288 13.102 9.200 0.301
H 8.107 5.474 7.537 0.238
H 13.243 7.507 7.478 0.328
H 11.321 8.407 10.764 0.438
H 10.258 9.560 6.721 0.285
H 11.037 9.493 8.622 0.287
H 11.011 6.997 11.220 0.290
H 14.844 9.614 8.654 0.254
H 9.450 6.414 6.790 0.234
H 11.315 12.275 7.607 0.105
H 11.683 14.196 6.862 0.309
H 9.026 10.301 7.195 0.265
H 15.061 11.837 9.331 0.276
H 12.426 9.758 9.162 0.415
H 13.637 12.201 8.267 0.071
H 8.464 10.578 11.014 0.295
H 14.320 8.128 6.613 0.277

***

Version x
33
Properties=species:S:1:pos:R:3:mulliken_charge:R:1 method="wB97M-V/def2-TZVPD" multiplicity=1 homo_lumo_gap_ev=10.315 total_charge=0 smiles=CC(C)O.O.O.O.O.O.O.O
O -1.885 -2.331 -2.195 -0.607
O -0.621 2.869 -1.438 -0.635
O -0.928 0.455 0.158 -0.668
O -0.363 -3.016 0.146 -0.634
O -4.271 1.749 0.774 -0.648
O 3.918 -0.403 1.171 -0.567
O -3.511 -0.428 -0.825 -0.680
O -0.038 1.186 2.843 -0.623
C 2.627 1.367 0.021 -1.078
C 2.704 -0.065 0.499 0.699
C 2.510 -1.014 -0.673 -1.313
H -3.353 2.014 0.675 0.256
H -0.272 2.058 3.181 0.286
H 1.895 -0.236 1.219 0.019
H -1.465 -2.527 -1.342 0.397
H -0.702 0.682 1.075 0.351
H -4.367 1.025 0.129 0.420
H 2.867 2.132 0.758 0.302
H 4.573 -0.606 0.494 0.346
H 3.258 -0.831 -1.454 0.437
H -0.169 -2.600 0.992 0.303
H 1.551 -0.855 -1.182 0.331
H -3.473 -0.753 -1.731 0.316
H 2.551 -2.073 -0.422 0.321
H 3.357 1.498 -0.788 0.349
H -0.849 -3.816 0.377 0.283
H -1.811 -3.136 -2.714 0.278
H -2.598 -0.182 -0.621 0.371
H -0.236 -0.152 -0.129 0.196
H -0.546 0.570 3.384 0.315
H -0.931 2.166 -0.848 0.352
H 1.641 1.582 -0.392 0.209
H -1.063 3.670 -1.143 0.315

***

What are the relative energies? In kJ/mol: version w 184.5; version x 0.0.

***

Version w
22
Properties=species:S:1:pos:R:3:mulliken_charge:R:1 method="wB97M-V/def2-TZVPD" multiplicity=1 homo_lumo_gap_ev=9.802 total_charge=0 smiles=c1ccncc1.c1ccncc1
N -1.594 -1.429 0.075 -0.531
N 1.354 -1.341 0.180 -0.512
C 1.801 0.831 1.085 -0.159
C -1.494 0.673 -1.084 -0.441
C 0.963 -0.188 0.830 0.025
C -2.749 -1.032 0.613 -0.215
C -3.343 0.201 0.355 -0.371
C 2.533 -1.285 -0.504 -0.299
C -0.989 -0.583 -0.757 -0.301
C 2.867 1.058 0.195 -0.368
C 3.230 -0.053 -0.557 -0.340
C -2.695 1.074 -0.510 -0.278
H 4.049 -0.218 -1.182 0.382
H 2.839 -2.131 -1.085 0.416
H 0.070 -0.366 1.570 0.318
H -0.948 1.314 -1.771 0.383
H -3.123 2.044 -0.732 0.380
H -3.224 -1.734 1.297 0.370
H -4.285 0.464 0.824 0.363
H 3.238 2.120 0.177 0.352
H -0.052 -0.933 -1.188 0.651
H 1.552 1.516 2.170 0.176

***

Version x
22
Properties=species:S:1:pos:R:3:mulliken_charge:R:1 method="wB97M-V/def2-TZVPD" multiplicity=1 homo_lumo_gap_ev=8.810 total_charge=0 smiles="Cn1ncc2c1[C@H]1C=C[C@H]1C=C2"
N 0.031 0.051 1.787 0.739
N 1.173 0.424 2.375 -1.055
C -0.316 -0.462 -2.092 -0.265
C 2.018 -0.147 -1.135 -0.660
C 2.172 0.250 1.467 -0.672
C -0.962 -0.797 -0.633 -0.236
C 0.195 -0.313 0.498 -0.152
C 1.126 -0.358 -2.140 -0.584
C 1.575 -0.073 0.243 0.872
C -1.263 0.704 -2.081 -0.656
C -1.845 0.366 -0.893 -0.156
C -1.116 0.117 2.552 -0.792
H 1.572 -0.362 -3.099 0.396
H -1.179 1.410 -2.901 0.429
H -2.646 0.773 -0.179 0.277
H 2.949 0.203 -1.386 0.433
H -1.101 0.733 3.536 0.293
H -1.274 -0.796 3.037 0.345
H -2.016 0.494 1.983 0.189
H -1.468 -1.632 -0.204 0.452
H -0.692 -1.321 -2.640 0.411
H 3.066 0.738 1.904 0.391

***

What are the relative energies? In kJ/mol: version w 0.0; version x 174.4.

***

Version w
22
Properties=species:S:1:pos:R:3:mulliken_charge:R:1 method="wB97M-V/def2-TZVPD" multiplicity=1 homo_lumo_gap_ev="9.090 / 9.090" total_charge=+1
O -1.535 1.541 -0.490 -0.497
N 0.033 -0.882 1.042 0.047
N 0.067 0.007 -1.900 -0.480
C -0.542 1.515 0.242 0.624
C -0.904 -1.635 1.837 -0.845
C 0.208 0.277 0.450 0.675
C 0.157 -1.417 -2.287 -0.686
C 1.414 -0.550 0.778 -0.445
C -0.041 2.751 0.856 -1.231
H 1.202 -1.713 -1.807 0.177
H 0.255 -1.631 -3.456 0.289
H -0.548 -2.550 2.233 0.407
H 2.019 -0.215 1.607 0.246
H -1.225 -1.128 2.750 0.335
H -1.662 -1.999 1.206 0.338
H 0.308 3.484 0.172 0.322
H -0.700 -1.879 -1.756 0.291
H 0.696 0.620 -2.304 0.212
H 1.841 -1.089 0.067 0.194
H -0.887 0.386 -2.175 0.304
H -0.882 3.432 1.357 0.323
H 0.727 2.677 1.578 0.399

***

Version x
22
Properties=species:S:1:pos:R:3:mulliken_charge:R:1 method="wB97M-V/def2-TZVPD" multiplicity=1 homo_lumo_gap_ev=10.068 total_charge=+1
O -1.133 1.093 0.725 -0.335
N -0.129 -1.596 0.894 -0.616
N 1.280 0.538 0.748 -0.108
C 0.222 -0.323 -0.972 1.621
C 1.666 0.115 -0.637 -1.045
C -0.180 0.281 0.402 0.094
C -0.058 -1.780 -0.575 -0.727
C -1.442 1.319 2.112 -0.675
C -0.364 0.178 -2.268 -1.692
H 2.419 -0.668 -0.649 0.346
H 0.732 -2.487 -0.833 0.301
H -0.993 -2.125 -1.019 0.365
H 1.591 -0.139 1.457 0.386
H -0.165 1.237 -2.411 0.405
H 1.543 1.493 1.015 0.348
H -1.869 2.317 2.170 0.275
H -0.553 1.248 2.738 0.356
H -2.180 0.585 2.438 0.278
H -1.439 0.025 -2.282 0.398
H 1.997 0.966 -1.232 0.387
H -1.018 -1.900 1.273 0.255
H 0.073 -0.375 -3.095 0.384

***

What are the relative energies? In kJ/mol: version w 128.4; version x 0.0.

***

Version w
73
Properties=species:S:1:pos:R:3:mulliken_charge:R:1 method="wB97M-V/def2-TZVPD" multiplicity=1 homo_lumo_gap_ev=7.513 total_charge=+1
Pt 0.630 0.055 -0.391 1.727
Sb -2.362 -0.699 0.812 1.058
Se 1.877 2.112 -0.272 -0.582
As 3.318 0.414 0.357 0.453
Cl 3.434 2.009 -6.349 -0.207
S -0.359 -1.826 0.547 -0.755
C -1.279 1.347 4.474 -0.630
C 2.510 1.155 -5.162 0.371
C -2.240 0.683 2.383 0.506
C 2.926 -0.097 -4.743 -0.998
C -3.063 1.805 2.385 -0.292
C 0.264 -0.901 -2.163 -1.311
C -4.950 -1.708 2.023 -0.388
C 6.134 0.995 1.052 -1.059
C -2.368 1.602 -1.176 -0.343
C 2.972 1.284 3.113 -1.240
C -4.794 -4.291 0.990 -0.639
C -4.280 0.514 -2.887 -0.685
C -3.778 -3.383 0.722 -0.586
C 1.038 -0.212 -3.231 -0.435
C -2.100 2.466 4.486 -0.438
C -1.344 0.448 3.419 -0.613
C 0.623 1.036 -3.701 0.314
C -5.958 -2.625 2.284 -0.647
C 5.089 1.179 -0.041 -0.732
C 3.482 -1.389 -0.416 0.017
C -3.912 -0.177 -1.740 -0.504
C -2.990 2.697 3.445 -0.770
C 1.348 1.724 -4.653 -0.939
C 3.256 0.052 2.267 -0.474
C -5.879 -3.911 1.766 -0.457
C 2.185 -0.772 -3.784 -0.105
C -3.867 -2.096 1.241 0.452
C 4.845 -2.012 -0.148 -1.261
C -2.954 0.373 -0.895 0.269
C -2.751 2.288 -2.319 -0.730
C -3.701 1.741 -3.173 -0.494
H 2.499 -1.765 -3.481 0.562
H -1.622 2.027 -0.512 0.499
H 2.967 1.021 4.172 0.414
H 3.277 -1.304 -1.479 -0.114
H -2.926 -3.683 0.126 0.367
H 4.896 2.236 -0.232 0.556
H 2.676 -1.961 0.038 0.344
H -0.814 -0.804 -2.307 0.545
H 7.083 1.432 0.739 0.395
H -2.309 3.250 -2.543 0.472
H 1.027 2.693 -5.007 0.440
H -4.373 -1.131 -1.510 0.435
H 5.403 0.733 -0.986 0.446
H 3.813 -0.540 -5.174 0.452
H -2.044 3.165 5.310 0.412
H -6.803 -2.335 2.894 0.403
H -0.281 1.475 -3.294 0.267
H -5.022 0.093 -3.553 0.427
H -0.587 1.172 5.288 0.437
H -3.750 1.994 1.567 0.429
H -6.667 -4.623 1.973 0.389
H 5.654 -1.459 -0.625 0.278
H -0.699 -0.423 3.400 0.398
H 0.494 -1.963 -2.084 0.632
H 4.860 -3.023 -0.556 0.433
H 3.725 2.059 2.967 0.267
H 5.059 -2.091 0.918 0.301
H -4.733 -5.296 0.593 0.407
H -3.625 3.573 3.456 0.413
H 4.205 -0.418 2.524 0.478
H 5.836 1.491 1.975 0.257
H 2.468 -0.698 2.369 0.428
H -3.995 2.279 -4.065 0.418
H -5.009 -0.710 2.440 0.376
H 6.317 -0.058 1.274 0.229
H 2.003 1.714 2.863 0.253

***

Version x
73
Properties=species:S:1:pos:R:3:mulliken_charge:R:1 method="wB97M-V/def2-TZVPD" multiplicity=1 homo_lumo_gap_ev=6.129 total_charge=+1
Pt -0.734 0.822 0.424 1.733
Sb 1.801 0.707 -1.989 1.536
Se -1.518 2.767 -0.526 -0.632
As -2.791 -0.081 -0.327 -0.594
Cl -5.066 0.894 5.380 -0.203
S 1.125 -0.540 -0.155 -0.665
C -4.335 0.350 0.803 -0.363
C 0.063 2.244 -3.944 -0.369
C -3.681 -2.888 -0.230 -1.169
C 2.686 2.530 -1.444 0.623
C 3.938 4.906 -0.816 -0.496
C 2.327 3.210 -0.294 -0.298
C 3.335 -0.793 -4.180 -0.241
C -1.319 1.289 -5.658 -0.528
C 4.414 -1.467 -4.725 -0.673
C -1.776 -0.427 3.559 -0.143
C 0.390 0.969 -3.514 0.405
C -4.671 1.825 0.911 -1.290
C -3.543 0.846 4.555 0.511
C 2.956 4.400 0.019 -0.645
C 4.504 -0.625 -2.091 -0.517
C 5.580 -1.299 -2.637 -0.680
C 3.677 3.029 -2.280 -0.511
C -0.803 2.401 -5.015 -0.707
C -2.449 -2.000 -0.121 -0.315
C 0.102 0.709 2.367 -1.899
C 3.380 -0.375 -2.862 0.408
C 5.533 -1.720 -3.955 -0.490
C 4.301 4.223 -1.963 -0.707
C -2.916 2.042 4.210 -0.803
C -3.352 0.279 -2.177 0.206
C -0.983 0.016 -5.229 -0.741
C -1.715 2.005 3.529 -0.243
C -1.128 0.769 3.174 0.570
C -4.757 -0.158 -2.555 -1.292
C -2.970 -0.391 4.247 -0.966
C -0.134 -0.146 -4.149 -0.622
H 0.125 -1.145 -3.815 0.506
H -4.119 -2.863 -1.229 0.249
H 5.073 4.614 -2.609 0.404
H 1.543 2.822 0.351 -0.042
H 4.425 5.837 -0.567 0.392
H -3.463 -1.302 4.552 0.459
H -1.687 -2.249 -0.868 0.454
H 6.454 -1.495 -2.035 0.408
H -5.532 1.952 1.564 0.425
H -3.219 1.359 -2.285 0.397
H 3.975 2.489 -3.171 0.423
H 4.552 -0.298 -1.058 0.387
H -4.134 -0.088 1.786 0.264
H 4.380 -1.791 -5.755 0.418
H 0.749 1.586 2.424 0.616
H -3.376 2.981 4.474 0.459
H 6.374 -2.245 -4.383 0.399
H -1.982 1.414 -6.502 0.425
H -2.594 -0.190 -2.809 0.016
H -3.837 2.392 1.319 0.147
H -1.971 -2.111 0.857 0.282
H -4.891 -1.240 -2.530 0.237
H -1.235 2.929 3.240 0.381
H -3.410 -3.924 -0.018 0.407
H -4.451 -2.602 0.488 0.289
H -5.165 -0.210 0.357 0.586
H -4.913 2.257 -0.059 0.337
H 0.655 -0.210 2.522 0.775
H 2.678 4.935 0.913 0.433
H 2.469 -0.591 -4.797 0.390
H -1.381 -0.850 -5.736 0.458
H -4.970 0.171 -3.573 0.426
H -5.512 0.295 -1.911 0.291
H -1.067 3.393 -5.348 0.435
H -1.320 -1.382 3.332 0.419
H 0.465 3.115 -3.441 0.457

***

What are the relative energies? In kJ/mol: version w 0.0; version x 91.5.

***

Version w
25
Properties=species:S:1:pos:R:3:mulliken_charge:R:1 method="wB97M-V/def2-TZVPD" multiplicity=1 homo_lumo_gap_ev=9.244 total_charge=+1 smiles="CNC[N@H+]1COC[C@H]1[PH2]=N"
P -1.192 -1.507 0.250 0.301
O -2.133 1.134 -0.894 -0.389
N -0.275 -2.606 0.939 -0.662
N -0.004 1.156 -0.178 0.120
N 2.207 0.165 0.493 -0.249
C -0.834 1.096 -1.431 -0.443
C -0.746 0.273 0.756 -0.307
C -2.125 1.013 0.561 -0.568
C 1.517 1.144 -0.279 -0.622
C 2.342 -1.148 -0.162 -0.763
H 1.913 0.111 1.453 0.333
H -1.172 -1.625 -1.170 0.098
H 2.273 -1.930 0.596 0.342
H -2.538 -1.693 0.657 0.113
H -3.000 0.432 0.862 0.340
H -0.859 -3.189 1.528 0.250
H -0.580 0.226 -2.044 0.378
H 1.792 0.985 -1.330 0.447
H -0.209 2.088 0.189 0.330
H 1.890 2.143 -0.015 0.262
H -0.513 1.987 -1.989 0.447
H 1.548 -1.276 -0.919 0.202
H -0.371 0.281 1.782 0.470
H -2.234 2.004 1.027 0.310
H 3.302 -1.263 -0.683 0.259

***

Version x
25
Properties=species:S:1:pos:R:3:mulliken_charge:R:1 method="wB97M-V/def2-TZVPD" multiplicity=1 homo_lumo_gap_ev=10.848 total_charge=+1
P 0.393 1.491 0.121 0.985
O 1.167 0.609 1.003 -0.727
N -0.402 -1.740 0.310 0.103
N -0.685 0.562 -0.839 -0.509
N 0.479 -1.545 -1.850 -0.387
C -0.154 -1.118 -0.784 0.704
C 1.397 2.502 -1.026 -1.132
C -1.188 -1.188 1.387 -1.143
C 0.194 -3.046 0.551 -1.234
C -0.760 2.639 0.942 -1.149
H 2.085 3.085 -0.416 0.359
H -1.720 -0.306 1.041 0.343
H -0.176 3.422 1.418 0.401
H -0.531 -0.905 2.210 0.400
H 1.277 -3.000 0.423 0.463
H -1.900 -1.940 1.726 0.499
H 0.689 -0.935 -2.623 0.221
H -0.781 0.819 -1.811 0.352
H 1.986 1.856 -1.676 0.352
H -0.010 -3.334 1.578 0.411
H 0.784 3.177 -1.618 0.374
H -1.317 2.105 1.707 0.335
H 0.842 -2.488 -1.889 0.221
H -0.223 -3.804 -0.112 0.373
H -1.446 3.083 0.227 0.384

***

What are the relative energies? In kJ/mol: version w 444.3; version x 0.0.